DFT (ωB97M-V/def2-TZVPD) results for a molecular structure, C22H19BrN5O5STeY.

Properties
electronic energy: -4778.543938 a.u.
ΔE to the lowest compared entry with this formula, charge and spin: 44.17 kJ/mol
LUMO level: 0.132 eV
largest force on an atom: 1.55 eV/Å
frontier orbital gap: 8.71 eV

Geometry as ORCA input:
```
! RIJCOSX wB97M-V def2-TZVPD def2/J DEFGRID3
* xyz 0 1
Te 2.4184 0.4036 -1.7682
Y -0.4533 -0.2759 -0.7846
Br -4.0090 -4.9677 0.1447
S -1.0915 1.2797 -2.8750
O 0.5553 -2.1728 -1.6710
O -1.6236 -0.2604 3.3719
O -1.7963 -0.3573 1.1267
O 2.7649 -2.4799 -1.4017
O 2.5437 -3.4012 3.8095
N -2.4047 -1.6364 -1.6268
N 0.3657 -1.6384 0.8549
N -3.4586 2.0994 -1.5717
N -1.1486 3.3652 1.7633
N -0.1589 1.8179 0.5244
C 0.2001 3.4963 2.0217
C 0.0009 -1.4943 2.1304
C -1.2631 -0.6177 2.2664
C -2.6411 -2.6932 -0.8466
C 2.2812 4.2247 2.8576
C 1.8335 -2.8501 2.8116
C 0.7115 -2.0867 3.1479
C 0.9098 4.3749 2.8287
C 2.1778 -3.0308 1.4681
C -2.4785 1.7518 -2.0873
C 1.3937 -2.4162 0.5202
C 2.9130 3.2194 2.1159
C -1.3031 2.3588 0.8859
C 2.2311 2.4819 -2.3109
C -3.7606 -3.4885 -0.9983
C 1.6107 -2.4066 -0.9855
C 2.2033 2.3513 1.3090
C 0.8200 2.5101 1.2380
C -4.6843 -3.1952 -1.9866
C -3.2838 -1.3606 -2.5924
C 2.1671 -0.2594 -3.7817
C -4.4294 -2.1080 -2.8044
H 3.0300 -3.6249 1.1619
H -5.5705 -3.8028 -2.1063
H 1.3241 2.6539 -2.8853
H -2.2739 2.0532 0.5323
H -5.1126 -1.8360 -3.5957
H 2.7146 1.5622 0.7753
H -1.8951 3.8663 2.2113
H 3.1007 2.7871 -2.8888
H 1.2109 0.0928 -4.1608
H -1.9133 -2.9164 -0.0765
H 2.1902 -1.3444 -3.7668
H 2.8810 4.8848 3.4696
H -3.0592 -0.5108 -3.2213
H 3.9889 3.1215 2.1816
H 2.9852 0.1290 -4.3820
H 0.4107 -1.9643 4.1790
H 3.2913 -3.8926 3.4550
H 0.4017 5.1337 3.4100
H 2.1822 3.0697 -1.3965
*
```

=====

DFT (ωB97M-V/def2-TZVPD) results for 2 unconnected molecules or ions with the total composition C4H9O3.

Properties
electronic energy: -383.558729 a.u.
ΔE to the lowest compared entry with this formula, charge and spin: 125.51 kJ/mol
LUMO level: 3.541 eV
largest force on an atom: 2.26 eV/Å
frontier orbital gap: 7.53 eV

Geometry as ORCA input:
```
! RIJCOSX wB97M-V def2-TZVPD def2/J DEFGRID3
* xyz -1 1
O -2.0380 1.5614 2.9833
O 0.5675 -1.4784 -1.6885
O -0.9480 1.8192 1.0157
C 1.9032 -1.0454 -1.3803
C 1.8790 0.4062 -0.8841
C -2.3478 -0.0807 1.2979
C -1.6224 1.2013 1.8651
H 1.9137 0.3878 0.1961
H 0.9684 1.0015 -1.1839
H 2.6681 1.0722 -1.2194
H -3.3956 0.1725 1.2130
H -2.1636 -0.4416 0.2820
H -0.0195 -0.7598 -1.4379
H 2.3593 -1.6341 -0.6039
H -2.1791 -1.0197 1.8988
H 2.4549 -1.1625 -2.3539
*
```

=====

DFT (ωB97M-V/def2-TZVPD) results for a molecular structure, C20H25Br42O4P.

Properties
electronic energy: -109527.756237 a.u.
LUMO level: -0.498 eV
largest force on an atom: 3.30 eV/Å
frontier orbital gap: 9.08 eV

Geometry as ORCA input:
```
! RIJCOSX wB97M-V def2-TZVPD def2/J DEFGRID3
* xyz 0 1
Br 2.9449 3.8349 1.5060
Br -8.9693 4.8822 -4.0060
Br 4.3473 2.4347 5.5284
Br 0.5791 -8.0025 7.4800
Br -8.2703 0.1301 -9.3529
Br -4.5654 0.4517 -3.4485
Br 5.6429 3.5179 -0.6590
Br 2.2947 1.1856 -4.7853
Br -0.0902 3.1844 2.2306
Br 10.8335 -0.1128 -4.8205
Br 5.0255 -3.4743 0.3177
Br 5.5525 1.3819 -3.0307
Br -7.5680 0.9350 -4.3936
Br -2.6608 -1.8645 12.0012
Br 4.9772 0.4624 -6.3438
Br 4.3582 0.7217 -0.1552
Br -9.8388 2.8719 -8.9329
Br 1.4776 1.4040 6.4548
Br 1.7997 -1.4836 9.6106
Br 7.7302 -2.5377 -1.0359
Br -5.2857 0.5963 -6.5927
Br -0.3913 0.8188 9.8617
Br 8.7941 -2.5590 -4.6852
Br -4.3056 -4.4232 11.0638
Br -5.9070 4.4374 -3.2559
Br 0.5909 5.2328 -0.1185
Br -7.6763 0.6574 -0.6545
Br 2.4076 1.4230 -7.9636
Br -6.6957 2.8936 -9.4387
Br -10.0300 2.7687 -0.2934
Br 9.5859 1.3411 -1.2290
Br 1.2202 -4.8841 7.3410
Br -1.1767 -4.6367 11.6338
Br 2.6596 0.5091 3.6426
Br 11.6407 -2.7753 -3.2816
Br 11.2157 3.7616 -2.4946
Br -1.7712 -5.8770 7.7861
Br -6.7704 4.8241 -6.3084
Br 5.6652 -4.3070 -2.6878
Br 9.3824 4.2558 0.0637
Br -10.3703 0.3654 -2.3516
Br -0.8343 -1.5885 7.8215
P 1.0732 -0.7222 0.3628
O 1.7251 -0.7404 -2.2524
O -3.8034 -1.0454 -1.6235
O 1.1426 1.1968 -1.3411
O -3.7250 1.1447 -1.2022
C -8.1799 1.9299 -8.6836
C 10.2008 -1.6053 -3.7925
C -2.2048 -2.6633 -0.7434
C -3.8296 0.0619 -0.7822
C 3.3928 1.5691 -6.3155
C -0.0705 -1.0484 9.5018
C -5.7105 1.2121 -4.8119
C 1.3556 0.0068 -1.3493
C -2.4428 -1.5307 -1.7524
C -0.9425 -2.5396 0.1161
C -9.5805 0.9419 -0.6914
C 1.1509 3.6600 0.8293
C 5.8783 -2.9638 -1.3331
C 9.6266 3.2407 -1.5483
C 2.5880 1.9037 4.9695
C -0.6674 -1.1239 0.6734
C -2.8307 -3.7756 12.1118
C 0.0901 -6.2464 8.0945
C -7.1447 5.2748 -4.4719
C 5.7150 1.6675 -1.1428
H 2.1296 2.7621 4.4982
H 8.7854 3.4669 -2.1879
H -3.0366 -4.0246 13.1414
H -0.0929 -2.9366 -0.4199
H -8.0053 1.8657 -7.6177
H -2.3982 -1.9378 -2.7476
H -1.7188 -0.7273 -1.6975
H -0.5735 -1.6111 10.2727
H 3.7234 2.5931 -6.2315
H -1.3260 -0.3541 0.3022
H 1.7817 -1.9113 0.5588
H 6.6788 1.2788 -0.8467
H 1.1579 2.8412 0.1171
H -3.9816 -0.1029 0.2849
H 9.7782 -1.2062 -2.8819
H -2.0782 -3.5635 -1.3288
H -0.7648 -1.1124 1.7501
H -3.0810 -2.8488 -0.1457
H 1.5198 0.1935 1.3207
H -10.0056 0.3309 0.0894
H -5.5480 2.2791 -4.8136
H 5.3894 -2.0678 -1.6881
H -1.0869 -3.1794 0.9742
H -7.0116 6.3410 -4.3722
H 0.2431 -6.2294 9.1630
*
```

=====

DFT (ωB97M-V/def2-TZVPD) results for a molecular structure, C4H12N2.

Properties
electronic energy: -269.014674 a.u.
ΔE to the lowest compared entry with this formula, charge and spin: 266.94 kJ/mol
LUMO level: 1.038 eV
largest force on an atom: 3.91 eV/Å
frontier orbital gap: 8.81 eV

Geometry as ORCA input:
```
! RIJCOSX wB97M-V def2-TZVPD def2/J DEFGRID3
* xyz 0 1
N -0.9957 0.0060 0.8536
N 1.4360 1.6498 -0.9232
C 0.4500 -0.2357 0.4256
C 0.8539 1.2299 0.3466
C -2.0607 -0.8231 0.2893
C 0.6272 -1.0981 -0.8136
H 1.6738 -1.0825 -1.1136
H -2.0795 -0.6367 -0.7837
H 0.9714 -0.6979 1.2760
H 2.4286 1.4278 -0.9675
H 1.3239 2.6461 -1.0602
H -1.0787 -0.0073 1.8708
H 0.0575 -0.6933 -1.6473
H -0.5161 1.3725 0.4411
H 0.3419 -2.1383 -0.6515
H 1.4470 1.5267 1.2240
H -3.0077 -0.5593 0.7584
H -1.8729 -1.8866 0.4752
*
```